one | This record from OMol25 describes 2 unconnected molecules or ions with the total composition C6H9NO. The level of theory is ωB97M-V with the def2-TZVPD basis set.

LUMO level: 0.8 eV
HOMO energy: -9.457 eV
orbital gap: 10.285 eV
SMILES: CN1CC1=O.C1=CC1

Positions of all 17 atoms, in Å:
1 C 1.5718 0.4559 0.7270
2 N 1.1076 0.1900 -0.5779
3 C 0.6070 0.8481 -1.7910
4 C 1.6794 -0.1591 -1.7237
5 O 2.3799 -0.9330 -2.3140
6 H 2.0046 1.5174 0.9004
7 H 0.6805 0.1888 1.4025
8 H 2.4570 -0.2021 0.9505
9 H -0.5011 0.7508 -2.0698
10 H 1.0253 1.8599 -1.9967
11 C -1.8393 -0.4303 1.7729
12 C -1.7182 0.1525 0.6172
13 C -1.9092 -1.3175 0.5485
14 H -2.0564 -0.2379 2.8862
15 H -1.5754 1.0396 0.0589
16 H -1.0175 -2.0104 0.4430
17 H -2.8961 -1.7126 0.1659

two | This record from OMol25 describes a single C6H9NO molecule. The level of theory is ωB97M-V with the def2-TZVPD basis set.

LUMO level: 0.9 eV
HOMO energy: -8.716 eV
orbital gap: 9.590 eV
SMILES: O[C@@H]1[C@@H]2NC[C@@H]3[C@H]1[C@@H]32

Positions of all 17 atoms, in Å:
1 O 1.8515 -0.6098 -0.5771
2 C 1.2116 0.3110 0.2554
3 C 0.0644 -0.1598 1.1373
4 N -0.6744 -1.3101 0.6120
5 C -1.1490 -0.8932 -0.7318
6 C -1.0950 0.6278 -0.7561
7 C 0.2069 1.2782 -0.4012
8 C -0.7306 1.0189 0.7155
9 H 1.9588 -0.0645 -1.3464
10 H 1.9403 0.8368 0.9014
11 H 0.2939 -0.3459 2.1704
12 H 0.0257 -1.9856 0.4382
13 H -2.1596 -1.3154 -0.8783
14 H -0.5139 -1.2819 -1.4423
15 H -1.7748 1.1888 -1.4108
16 H 0.4305 2.2702 -0.7636
17 H -1.3431 1.6498 1.3492

three | This record from OMol25 describes a molecular structure, C6H9NO. The level of theory is ωB97M-V with the def2-TZVPD basis set.

LUMO level: 0.8 eV
HOMO energy: -7.105 eV
orbital gap: 7.947 eV

Positions of all 17 atoms, in Å:
1 C -0.9725 0.3402 -1.6352
2 C 0.9938 0.5483 -0.1092
3 C -0.3431 0.2141 -0.2701
4 N -0.6067 -0.3849 2.0691
5 C 0.5368 -1.5117 -0.1808
6 C -1.0271 -0.4785 0.7474
7 C 1.9396 1.4511 -0.0233
8 O 0.5831 -2.1599 -1.1790
9 H -1.1867 -0.8236 2.7642
10 H -0.2106 0.4965 2.3608
11 H 0.9416 -1.5955 0.8246
12 H -1.9817 -0.9392 0.5344
13 H -1.3168 1.3670 -1.7748
14 H -0.2429 0.1099 -2.4109
15 H -1.8213 -0.3350 -1.7472
16 H 1.7222 2.5182 0.0543
17 H 2.9924 1.1830 -0.0243

Stability summary: most stable two, least stable one.